C49H95BrNO15 | ωB97M-V/def2-TZVPD

Geometry as XYZ:
```
161
Properties=species:S:1:pos:R:3:forces:R:3:mulliken_charge:R:1
C 4.006 2.000 5.114 -0.95 0.25 -0.44 -1.14
C 3.367 1.838 3.732 1.55 0.35 0.52 0.87
O 4.065 1.835 2.747 -0.71 -0.03 -0.15 -0.50
O 2.028 1.765 3.769 0.72 -0.22 -0.32 -0.30
C 1.410 1.416 2.534 -2.02 -0.12 -0.30 -1.14
C 0.821 0.014 2.578 0.56 0.48 0.47 1.09
C 0.795 -0.778 1.512 0.23 -0.48 0.08 0.58
C 1.354 -0.475 0.150 -0.08 -0.16 -0.49 -0.62
C 2.657 -1.251 -0.205 -0.15 -0.64 -0.14 1.42
O 3.732 -0.404 -0.618 -0.06 0.23 0.32 -0.54
C 3.206 -2.164 0.887 1.31 0.05 -0.20 -1.59
N 3.698 -1.423 2.074 -0.65 -0.49 0.13 -0.31
C 0.138 -2.144 1.634 -0.19 0.36 -0.44 -0.07
O -0.405 -2.594 0.650 0.19 -0.15 0.34 -0.65
C 0.183 -2.798 2.983 0.04 1.03 -0.27 0.17
C 0.239 -1.947 4.095 0.07 0.26 -0.94 0.35
C 0.294 -2.517 5.335 -0.02 0.68 1.41 -0.59
C 0.301 -3.883 5.502 -0.02 -0.93 0.55 -0.70
C 0.230 -4.706 4.411 0.02 -0.19 -0.57 0.21
Br 0.244 -6.605 4.580 0.01 0.37 0.22 -0.19
C 0.164 -4.163 3.137 0.10 -1.07 -1.03 1.02
C 0.065 -5.059 1.895 -0.99 -0.78 -1.45 -0.26
O -1.108 -5.387 1.604 0.10 0.19 0.76 -0.74
O 1.087 -5.365 1.255 0.59 0.58 0.77 -0.78
C 0.224 -0.459 3.878 -0.19 -0.26 -0.06 -0.11
O -0.264 0.301 4.691 0.30 -0.01 -0.15 -0.67
H 3.822 1.093 5.694 0.13 0.17 0.06 0.29
H 5.064 2.215 4.985 -0.08 -0.25 0.01 0.24
H 3.525 2.854 5.604 0.05 -0.28 0.13 0.34
H 0.541 2.084 2.423 0.30 0.12 0.23 0.18
H 2.019 1.569 1.647 0.47 -0.13 0.44 0.50
H 1.517 0.588 -0.052 -0.07 -0.06 0.31 0.97
H 0.595 -0.796 -0.574 0.08 0.12 0.16 -0.83
H 2.439 -1.903 -1.066 -0.18 0.03 0.24 -0.18
H 3.366 0.372 -1.051 0.00 -0.03 -0.05 0.37
H 4.083 -2.662 0.442 -0.38 -0.08 -0.20 0.63
H 2.532 -2.986 1.155 -0.16 0.32 -0.06 0.27
H 4.702 -1.309 2.022 -0.05 0.14 -0.10 0.18
H 3.527 -2.034 2.866 0.09 0.22 0.14 0.21
H 0.342 -1.902 6.230 -0.06 0.13 -0.20 0.49
H 0.349 -4.351 6.480 0.03 0.30 0.04 0.39
C -4.844 -2.849 3.837 0.12 0.06 -0.01 -1.01
C -5.080 -2.482 5.293 -0.07 -0.02 -0.17 -0.25
O -3.993 -1.807 5.895 0.06 -0.06 0.26 -0.46
C -3.620 -0.572 5.304 0.01 0.11 -0.09 0.11
C -4.727 0.468 5.310 -0.09 -0.12 0.02 -1.20
H -3.951 -3.468 3.738 -0.03 -0.02 -0.01 0.25
H -5.699 -3.401 3.442 0.01 -0.02 0.03 0.42
H -4.700 -1.967 3.212 -0.08 0.00 -0.01 0.24
H -5.224 -3.397 5.871 0.11 0.05 0.09 0.35
H -6.002 -1.897 5.405 -0.01 0.03 -0.06 0.24
H -3.241 -0.737 4.290 -0.03 0.03 -0.02 0.06
H -2.778 -0.199 5.888 0.04 -0.16 0.02 0.29
H -5.596 0.148 4.732 0.02 0.07 -0.06 0.19
H -4.368 1.404 4.880 0.02 -0.01 0.01 0.46
H -5.068 0.659 6.329 0.01 0.03 -0.01 0.31
C -1.211 -2.390 -4.131 0.00 0.18 -0.07 -0.95
C -0.536 -1.617 -3.008 -0.17 -0.14 -0.02 -0.01
O 0.008 -0.367 -3.413 0.28 0.07 0.00 -0.46
C -0.909 0.570 -3.942 -0.07 0.05 0.02 -0.03
C -2.012 0.958 -2.972 -0.08 -0.09 0.05 -1.07
H -0.510 -2.568 -4.949 0.02 -0.05 0.04 0.32
H -1.569 -3.350 -3.760 0.04 0.01 -0.05 0.09
H -2.066 -1.853 -4.546 -0.05 -0.02 0.08 0.27
H 0.302 -2.203 -2.629 0.06 0.11 0.01 0.28
H -1.221 -1.477 -2.166 -0.03 -0.04 -0.01 0.26
H -1.329 0.197 -4.885 -0.09 -0.02 0.04 0.15
H -0.332 1.461 -4.192 0.11 -0.08 0.00 0.27
H -2.630 0.104 -2.691 -0.04 0.02 -0.05 0.32
H -2.664 1.709 -3.423 0.05 0.02 -0.01 0.37
H -1.585 1.369 -2.055 0.01 0.02 -0.02 0.24
C -3.412 -7.899 -4.156 -0.07 0.05 0.09 -1.08
C -1.940 -7.615 -4.408 0.01 -0.06 0.06 -0.32
O -1.528 -6.329 -4.001 0.01 0.26 -0.25 -0.39
C -1.689 -6.029 -2.615 0.00 -0.15 0.20 0.34
C -0.914 -6.944 -1.695 0.03 -0.20 0.13 -0.94
H -4.035 -7.158 -4.661 0.02 -0.02 -0.03 0.28
H -3.676 -8.892 -4.526 0.02 0.02 -0.03 0.40
H -3.657 -7.864 -3.094 0.04 -0.07 0.01 0.28
H -1.747 -7.669 -5.482 0.06 0.12 0.01 0.33
H -1.312 -8.382 -3.940 -0.07 -0.04 0.06 0.33
H -2.753 -6.011 -2.355 0.01 -0.05 0.02 0.23
H -1.321 -5.013 -2.478 0.02 0.00 -0.13 -0.26
H -1.230 -7.988 -1.770 -0.11 0.03 -0.02 0.29
H -1.045 -6.633 -0.656 0.11 0.10 -0.01 0.17
H 0.150 -6.909 -1.935 0.01 0.07 0.06 0.32
C 7.095 1.750 1.144 0.00 -0.24 -0.10 -0.91
C 7.847 1.777 2.461 -0.02 0.14 -0.14 -0.25
O 8.181 0.491 2.959 -0.01 -0.07 0.26 -0.45
C 9.006 -0.305 2.130 0.00 -0.01 -0.13 -0.20
C 10.358 0.319 1.827 0.01 0.12 0.02 -1.07
H 6.178 1.168 1.241 -0.04 0.10 0.03 0.10
H 6.834 2.764 0.837 -0.03 0.00 0.05 0.42
H 7.687 1.302 0.343 0.06 0.09 -0.01 0.36
H 7.215 2.239 3.220 0.00 -0.14 0.07 0.20
H 8.747 2.399 2.385 0.03 -0.02 -0.05 0.30
H 8.479 -0.561 1.204 0.05 0.04 -0.05 0.17
H 9.158 -1.242 2.667 -0.10 0.05 0.09 0.38
H 10.262 1.259 1.282 -0.01 -0.05 -0.07 0.26
H 10.959 -0.360 1.220 -0.01 -0.02 0.02 0.40
H 10.896 0.530 2.753 0.00 -0.04 0.00 0.28
C -0.810 2.597 -8.236 0.10 0.11 -0.01 -1.16
C -1.772 2.793 -7.077 0.02 0.01 -0.13 -0.24
O -1.241 3.581 -6.026 0.00 -0.13 0.26 -0.33
C -0.862 4.902 -6.363 -0.04 0.08 -0.14 0.19
C -2.006 5.747 -6.897 -0.08 -0.04 -0.06 -1.15
H 0.117 2.137 -7.888 -0.04 -0.04 0.00 0.31
H -1.258 1.953 -8.995 0.00 -0.02 0.03 0.40
H -0.547 3.542 -8.714 -0.07 -0.01 -0.05 0.29
H -2.004 1.820 -6.643 0.04 0.08 0.17 0.31
H -2.723 3.212 -7.425 0.02 0.03 -0.06 0.29
H -0.022 4.889 -7.067 -0.04 0.03 -0.06 0.29
H -0.486 5.357 -5.446 -0.02 -0.17 0.08 -0.25
H -2.417 5.341 -7.822 0.06 0.04 -0.04 0.38
H -1.664 6.762 -7.100 0.01 0.00 0.04 0.40
H -2.819 5.790 -6.169 0.03 0.02 0.02 0.27
C -8.044 3.451 7.979 -0.08 -0.12 0.02 -1.05
C -7.593 3.615 6.537 -0.07 0.08 0.08 -0.36
O -7.634 2.417 5.786 0.19 -0.08 -0.12 -0.35
C -8.900 1.797 5.658 -0.12 0.01 0.04 -0.32
C -9.946 2.670 4.984 0.03 0.13 0.00 -1.09
H -7.436 2.700 8.485 0.03 0.04 -0.01 0.29
H -7.952 4.397 8.514 0.03 -0.01 -0.02 0.39
H -9.085 3.130 8.047 -0.02 0.08 0.00 0.26
H -6.552 3.941 6.526 0.03 -0.12 -0.10 0.35
H -8.170 4.400 6.035 -0.06 0.01 0.05 0.30
H -9.253 1.450 6.635 -0.06 0.05 0.01 0.32
H -8.738 0.905 5.053 0.15 0.03 0.02 0.31
H -10.151 3.577 5.554 -0.06 -0.05 0.04 0.27
H -10.883 2.122 4.879 0.02 -0.02 -0.01 0.39
H -9.606 2.975 3.993 -0.01 -0.04 0.00 0.31
C -1.574 6.754 -2.611 -0.09 0.09 0.02 -1.06
C -0.300 7.437 -3.076 -0.08 -0.10 0.16 -0.31
O -0.517 8.720 -3.640 0.10 0.06 -0.27 -0.42
C -1.114 9.683 -2.792 -0.05 0.01 0.13 -0.33
C -0.310 9.980 -1.537 0.09 -0.09 0.02 -1.01
H -2.279 6.659 -3.439 0.04 -0.04 -0.01 0.24
H -1.352 5.759 -2.223 0.01 0.00 -0.04 0.38
H -2.074 7.315 -1.820 0.05 -0.05 0.06 0.38
H 0.159 6.832 -3.857 0.04 0.17 -0.09 0.25
H 0.432 7.498 -2.263 -0.05 -0.01 0.06 0.30
H -2.136 9.383 -2.537 0.01 -0.01 0.07 0.30
H -1.199 10.595 -3.385 0.05 -0.09 -0.12 0.33
H -0.200 9.100 -0.903 -0.08 0.03 0.04 0.27
H -0.801 10.757 -0.949 0.00 0.01 -0.02 0.38
H 0.693 10.322 -1.800 -0.02 0.03 -0.01 0.29
C 5.935 -5.181 -4.765 0.10 0.11 -0.01 -1.05
C 5.002 -4.920 -3.593 -0.07 -0.01 -0.11 -0.26
O 5.534 -4.037 -2.625 0.11 -0.07 0.22 -0.44
C 5.860 -2.734 -3.073 0.00 0.10 -0.10 -0.39
C 4.681 -1.965 -3.641 -0.15 -0.12 -0.07 -0.77
H 6.887 -5.583 -4.412 -0.03 -0.03 0.00 0.28
H 5.485 -5.898 -5.454 -0.01 -0.01 0.03 0.40
H 6.151 -4.270 -5.326 -0.07 -0.01 -0.04 0.26
H 4.813 -5.859 -3.072 0.02 0.08 0.13 0.36
H 4.029 -4.560 -3.943 0.02 0.01 -0.07 0.24
H 6.683 -2.777 -3.798 -0.03 0.01 -0.06 0.33
H 6.244 -2.203 -2.201 -0.05 -0.12 0.08 0.29
H 4.261 -2.451 -4.524 0.07 0.04 -0.05 0.36
H 4.989 -0.959 -3.928 0.01 0.00 0.05 0.43
H 3.887 -1.888 -2.899 0.05 0.06 0.03 0.05
```
Positions in Å, forces in eV/Å.

The multiplicity is 1. As for the total charge: -1. Its energy is -154597.14098 eV. As for the frontier orbital gap: 6.92 eV. The lowest unoccupied orbital energy comes out at 1.93 eV.



C6H6S | ωB97M-V/def2-TZVPD

Geometry as XYZ:
```
13
Properties=species:S:1:pos:R:3:forces:R:3:mulliken_charge:R:1
C -1.524 -0.133 -0.472 1.12 0.53 3.35 -0.24
C -0.284 0.044 0.407 -0.11 0.77 1.71 0.07
C -2.777 0.014 -0.157 1.23 -0.39 -0.08 -0.04
C 1.199 -0.180 0.078 -2.69 0.13 -0.21 0.20
C 2.126 -1.091 0.080 -1.87 0.97 0.14 -0.87
C 0.638 1.163 0.037 1.69 2.25 -3.22 -0.54
S -4.283 -0.050 0.080 -1.60 0.29 0.40 -0.40
H -1.405 -0.537 -1.393 0.64 -1.05 -2.96 0.43
H -0.377 0.070 1.538 -0.61 -0.48 -1.49 0.31
H 3.087 -0.887 -0.094 3.72 1.29 -0.77 0.31
H 2.002 -2.081 0.300 -1.05 -2.48 0.51 0.30
H 0.531 1.689 -1.001 -0.14 -1.58 1.49 0.20
H 1.067 1.981 0.599 -0.34 -0.26 1.12 0.27
```
Positions in Å, forces in eV/Å.

The multiplicity is 1. The relative energy (zero: lowest compared OMol25 entry of this formula, charge and spin) is 4.373 eV. Its energy is -17150.03363 eV. Its structure (SMILES) is C=C1C[C@H]1C=C=S. As for the frontier orbital gap: 8.22 eV. The lowest unoccupied orbital energy comes out at -0.01 eV.



F2HNS | ωB97M-V/def2-TZVPD

Geometry as XYZ:
```
5
Properties=species:S:1:pos:R:3:forces:R:3:mulliken_charge:R:1
N 0.180 -0.399 0.532 -1.79 1.54 -1.80 -0.18
F 1.118 -1.145 -0.177 0.31 -0.39 -1.17 -0.17
F -1.744 0.616 -1.275 2.24 0.32 1.85 -0.26
S -0.355 1.115 -0.366 -0.51 -2.70 0.04 0.31
H 0.802 -0.186 1.286 -0.25 1.22 1.08 0.29
```
Positions in Å, forces in eV/Å.

The multiplicity is 1. The relative energy (zero: lowest compared OMol25 entry of this formula, charge and spin) is 2.288 eV. Its energy is -17772.90553 eV. Its structure (SMILES) is FNSF. As for the frontier orbital gap: 9.91 eV. The lowest unoccupied orbital energy comes out at -0.44 eV.



C3H2N2O2 | ωB97M-V/def2-TZVPD

Geometry as XYZ:
```
9
Properties=species:S:1:pos:R:3:forces:R:3:mulliken_charge:R:1
O -2.482 -0.408 -0.846 0.12 0.30 0.40 -0.40
C -1.786 0.264 -0.133 -0.17 -0.26 -0.21 -0.06
C -0.328 -0.006 0.008 0.13 0.11 0.00 0.65
N 0.611 0.880 0.107 -0.12 -0.18 0.03 -0.50
C 1.724 0.081 0.116 0.20 -0.18 0.04 -0.06
N 1.480 -1.198 0.058 0.25 0.38 0.00 -0.27
O 0.106 -1.258 -0.020 -0.19 -0.11 -0.11 -0.07
H -2.137 1.126 0.458 -0.11 0.01 -0.18 0.32
H 2.733 0.463 0.167 -0.11 -0.08 0.02 0.39
```
Positions in Å, forces in eV/Å.

The multiplicity is 1. The relative energy (zero: lowest compared OMol25 entry of this formula, charge and spin) is 1.608 eV. Its energy is -10216.58080 eV. Its structure (SMILES) is O=Cc1ncno1. As for the frontier orbital gap: 10.60 eV. The lowest unoccupied orbital energy comes out at -0.55 eV.



- Which formula does entry 4 have?
  C3H2N2O2



- Which formula does entry 3 have?
  F2HNS